(1)
{"formula": "C26H49N5SSi4TcTe", "method": "wB97M-V/def2-TZVPD", "e_lumo_ha": [-0.2777, -0.2574], "relative_energy_ev": 0.701, "s2": 4.042, "total_charge": 2, "spin_multiplicity": 4, "symbols": ["Te", "Tc", "S", "Si", "Si", "Si", "Si", "N", "N", "N", "N", "N", "C", "C", "C", "C", "C", "C", "C", "C", "C", "C", "C", "C", "C", "C", "C", "C", "C", "C", "C", "C", "C", "C", "C", "C", "C", "C", "H", "H", "H", "H", "H", "H", "H", "H", "H", "H", "H", "H", "H", "H", "H", "H", "H", "H", "H", "H", "H", "H", "H", "H", "H", "H", "H", "H", "H", "H", "H", "H", "H", "H", "H", "H", "H", "H", "H", "H", "H", "H", "H", "H", "H", "H", "H", "H", "H"], "positions_angstrom": [[-1.06980, 1.94650, -1.35360], [0.09140, 0.05820, -0.10690], [2.43990, -0.03280, -0.64350], [-2.67970, 3.90450, -4.15680], [-4.61910, 4.10450, -0.51940], [-0.95300, 6.03410, -1.04880], [-2.44670, 4.18150, -1.70800], [-1.08610, -1.45410, -0.74350], [-0.18740, 0.10260, 1.86750], [-1.48540, -3.42170, -1.68200], [2.88070, -2.54880, 0.17350], [3.28770, -1.00380, 1.70410], [-0.30270, -2.41760, 2.15770], [-2.40840, -1.78580, -0.50250], [-0.09970, 1.19450, 2.70560], [-4.88510, -2.95950, -0.30880], [3.42410, -3.31230, 1.29260], [-3.91260, -3.64510, -1.00610], [-0.75280, 6.13040, 0.84740], [-3.39760, -1.10810, 0.20360], [-0.57950, -2.45630, -1.44330], [0.74320, 5.84640, -1.90100], [-0.09040, 2.59610, 2.19590], [-0.00190, 0.77320, 4.00510], [-4.29730, 4.20970, 1.35830], [3.63680, -2.24160, 2.37800], [3.36400, 0.26190, 2.37230], [-1.83770, 7.60020, -1.67150], [-2.66750, -3.03680, -1.09550], [-0.93090, 3.76760, -4.90250], [-0.03710, -0.64400, 3.98140], [-4.63280, -1.71640, 0.28380], [-3.66990, 2.31380, -4.51560], [-0.15270, -1.02310, 2.67120], [-3.57420, 5.44290, -4.82570], [2.89120, -1.22110, 0.45520], [-5.53510, 5.66190, -1.11860], [-5.57040, 2.51520, -0.97500], [4.35410, -3.80970, 1.01110], [-3.68110, 2.10770, -5.58240], [0.43530, -2.50430, -1.80280], [1.20210, 4.88350, -1.69910], [-1.05990, 2.85820, 1.76860], [-5.86610, -3.39630, -0.20870], [-3.65570, 3.41150, 1.71760], [-3.68650, 5.37420, -5.90420], [-0.34400, 5.22070, 1.27220], [-4.70240, 2.39840, -4.19500], [-4.98560, 6.56650, -0.88130], [4.67260, -2.19290, 2.72580], [-1.34840, -2.62760, 1.92000], [0.65570, 5.95020, -2.97740], [2.70770, -4.07960, 1.59910], [3.02060, -2.87890, -0.77000], [-6.48390, 2.43020, -0.39220], [-1.97800, 7.58940, -2.74650], [0.11480, 3.26560, 3.02670], [0.30070, -2.60330, 1.26630], [-5.42780, -1.23030, 0.82680], [-0.98520, 3.54190, -5.96390], [1.43200, 6.61530, -1.56110], [-1.33070, -4.27160, -2.20170], [4.40380, 0.58660, 2.45810], [2.80590, 1.01360, 1.81120], [-3.83410, 5.15420, 1.62440], [-3.23650, 1.45150, -4.01720], [-3.17390, -0.16280, 0.67900], [-5.23050, 4.14750, 1.91260], [2.93190, 0.17420, 3.36930], [-5.85910, 2.51690, -2.02070], [-0.35230, 2.98120, -4.42700], [-4.98180, 1.62070, -0.79600], [-2.81250, 7.71980, -1.21180], [-1.25960, 8.48840, -1.43180], [-1.70090, 6.32910, 1.33610], [0.00950, -1.29330, 4.83360], [-4.10120, -4.60740, -1.45360], [-4.56700, 5.55370, -4.40440], [0.67560, 2.73200, 1.42650], [-0.37670, 4.69420, -4.79990], [0.00450, -3.11220, 2.93630], [-0.08150, 6.94260, 1.11560], [0.09220, 1.39140, 4.87570], [2.98280, -2.38430, 3.24420], [-5.70190, 5.65080, -2.19010], [-3.02170, 6.35250, -4.61730], [-6.50920, 5.74730, -0.64390]], "forces_ev_per_angstrom": [[0.1, -0.1, 0.0], [-0.4, 1.2, 0.3], [-0.3, 0.9, -1.1], [0.1, -0.1, -0.2], [0.0, -0.1, 0.2], [0.2, 0.2, 0.1], [-0.3, 0.5, -0.1], [0.1, -0.6, -0.1], [0.0, -0.5, -0.7], [0.6, 0.5, 0.1], [0.1, 0.5, 0.0], [-0.4, -0.3, -1.2], [-0.1, 0.2, 0.0], [-0.8, -0.4, 0.0], [0.1, 1.1, 0.5], [0.1, -0.1, -0.1], [0.1, -0.5, 0.3], [0.0, 0.0, 0.0], [-0.1, -0.1, -0.7], [0.1, -0.1, -0.1], [0.1, -0.6, -0.4], [-0.7, -0.1, 0.3], [0.0, -0.3, 0.0], [0.0, 0.0, -0.6], [-0.1, 0.0, -0.7], [0.2, -0.4, 0.4], [0.0, 0.7, 0.3], [0.2, -0.6, 0.2], [-0.4, 0.7, 0.5], [-0.6, 0.1, 0.3], [0.0, -0.1, -0.5], [0.1, 0.2, 0.1], [0.4, 0.6, 0.2], [0.2, -1.0, 0.6], [0.3, -0.5, 0.4], [0.5, -1.1, 1.5], [0.4, -0.5, 0.1], [0.4, 0.6, 0.1], [-0.1, 0.1, 0.0], [0.1, 0.0, -0.2], [0.0, 0.0, 0.0], [0.1, -0.2, 0.1], [0.0, 0.1, -0.1], [-0.1, 0.0, 0.0], [0.2, -0.2, 0.0], [0.0, -0.1, -0.2], [0.1, -0.2, 0.0], [-0.2, 0.1, 0.1], [0.2, 0.2, 0.1], [-0.1, 0.0, 0.0], [0.0, -0.1, -0.1], [-0.1, 0.0, -0.2], [0.1, 0.1, 0.0], [-0.1, 0.2, 0.0], [-0.1, 0.1, 0.2], [0.0, 0.0, -0.2], [0.0, 0.1, 0.0], [0.1, -0.1, 0.0], [-0.1, 0.1, 0.1], [-0.1, -0.1, -0.2], [0.0, 0.2, 0.1], [0.1, 0.0, 0.0], [0.0, 0.0, 0.0], [0.1, -0.1, 0.1], [0.1, 0.2, 0.0], [0.1, -0.1, 0.1], [-0.1, 0.1, 0.0], [-0.2, 0.0, 0.0], [0.0, 0.0, 0.0], [0.0, 0.0, -0.2], [0.1, -0.2, 0.1], [0.2, -0.2, 0.0], [-0.2, 0.0, 0.1], [0.2, 0.1, 0.1], [-0.2, 0.0, 0.0], [0.0, -0.2, 0.1], [-0.1, -0.1, -0.1], [-0.2, 0.0, 0.1], [0.0, 0.2, 0.0], [0.1, 0.2, 0.1], [0.0, -0.1, 0.0], [0.1, 0.2, -0.1], [0.0, 0.2, 0.1], [0.1, 0.0, -0.1], [0.0, -0.1, -0.2], [0.1, 0.2, 0.1], [-0.1, -0.1, 0.2]]}


(2)
{"formula": "C3H7NO2", "method": "wB97M-V/def2-TZVPD", "e_lumo_ha": [-0.1772, -0.3661], "relative_energy_ev": 3.047, "s2": 0.786, "total_charge": 1, "spin_multiplicity": 2, "symbols": ["O", "O", "N", "C", "C", "C", "H", "H", "H", "H", "H", "H", "H"], "positions_angstrom": [[-2.35681, -1.27069, 2.18602], [1.63430, 0.16261, -1.82583], [-0.90008, 0.09615, 0.87331], [-0.42234, 0.32123, -0.51754], [1.11214, 0.56941, -0.52473], [-1.36715, -1.05984, 1.46617], [1.54685, 1.61544, -0.54472], [-0.91580, 1.15324, -1.09267], [2.52524, -0.11156, -1.46798], [-0.73955, -1.82976, 1.00688], [1.67588, -0.03789, 0.39636], [-1.34787, 0.95065, 1.18494], [-0.44481, -0.55898, -1.14023]], "forces_ev_per_angstrom": [[2.4, 2.0, -1.4], [0.8, -1.0, 2.6], [-1.8, 2.8, -0.9], [0.9, 0.2, -0.1], [3.3, 0.0, 0.7], [-0.3, -2.8, -0.7], [-1.6, -0.6, 1.1], [0.0, -0.7, 1.3], [-0.9, 0.1, -1.7], [-0.5, -1.0, 0.6], [-1.6, 1.4, -2.3], [-0.2, 0.4, 0.6], [-0.6, -0.7, 0.2]]}


(3)
{"formula": "C2H2I2NO", "method": "wB97M-V/def2-TZVPD", "e_lumo_ha": 0.0629, "relative_energy_ev": 1.558, "total_charge": -1, "symbols": ["I", "I", "O", "N", "C", "C", "H", "H"], "positions_angstrom": [[-0.43105, -0.20361, 2.21231], [-0.19564, -5.31428, -1.71017], [0.64287, 2.25919, -0.32110], [-0.27377, 1.43189, -0.28960], [-1.55887, 0.99715, -0.35396], [-0.52731, 0.04780, 0.06456], [-2.44903, 1.48280, 0.20056], [-0.19886, -0.70194, -0.67560]], "forces_ev_per_angstrom": [[0.3, -0.5, -0.5], [0.0, 0.1, 0.0], [-1.1, -0.5, 0.1], [-2.2, -0.7, -0.6], [1.1, 3.3, 1.6], [0.5, -0.5, -0.3], [1.4, -0.9, -1.5], [0.0, -0.3, 1.1]]}


(4)
{"formula": "CH4N3S2", "method": "wB97M-V/def2-TZVPD", "e_lumo_ha": [-0.2381, -0.2381], "relative_energy_ev": 1.418, "total_charge": 1, "symbols": ["S", "S", "N", "N", "N", "C", "H", "H", "H", "H"], "positions_angstrom": [[1.70714, 1.01565, 3.22471], [0.07325, 0.76721, 2.23632], [0.46829, 1.06030, 0.07036], [-0.06822, -0.83987, 2.02038], [-0.97501, -2.46620, 0.50089], [-0.56657, -1.71877, 1.35866], [-1.20613, -3.40155, 0.45277], [1.46060, 0.94804, -0.14733], [-0.03455, 0.13842, -0.08781], [0.03161, 1.92482, -0.05174]], "forces_ev_per_angstrom": [[-1.9, 0.0, -1.0], [2.2, -0.5, 1.3], [0.4, -4.0, 1.3], [0.6, 1.3, 1.2], [1.1, 3.0, 1.9], [-1.2, -1.7, -2.7], [-0.6, -2.2, -0.2], [-0.4, 0.5, 0.0], [0.5, 2.2, -0.8], [-0.8, 1.3, -1.0]]}


(5)
{"formula": "CH4IP", "method": "wB97M-V/def2-TZVPD", "e_lumo_ha": [-0.0449, -0.0330], "relative_energy_ev": 3.708, "symbols": ["I", "P", "C", "H", "H", "H", "H"], "positions_angstrom": [[2.63415, -0.07561, -0.88557], [0.26320, -0.77309, -0.85623], [-0.38846, 0.66959, 0.07015], [-0.15750, 0.70727, 1.09269], [-0.61422, -2.57464, 0.96539], [-1.44473, 0.58840, 0.22023], [-0.29244, 1.45809, -0.60666]], "forces_ev_per_angstrom": [[-0.5, -0.3, 0.1], [0.1, -0.4, 0.5], [-1.1, -1.9, -0.4], [1.6, 0.8, 1.2], [0.3, 0.5, -0.4], [-1.2, -0.6, -0.6], [0.7, 1.9, -0.3]]}


(6)
{"formula": "C20H27NO4", "method": "wB97M-V/def2-TZVPD", "e_lumo_ha": 0.0302, "relative_energy_ev": 2.921, "smiles": "COc1ccc(CCNC[C@H](O)COc2cccc(C)c2)cc1OC", "symbols": ["O", "O", "O", "O", "N", "C", "C", "C", "C", "C", "C", "C", "C", "C", "C", "C", "C", "C", "C", "C", "C", "C", "C", "C", "C", "H", "H", "H", "H", "H", "H", "H", "H", "H", "H", "H", "H", "H", "H", "H", "H", "H", "H", "H", "H", "H", "H", "H", "H", "H", "H", "H"], "positions_angstrom": [[2.26785, 1.80975, 1.08273], [-2.48711, -2.85309, -2.52073], [0.90490, 1.84591, -1.11081], [-0.04357, -1.62349, -1.33977], [-3.72851, -0.00072, -0.60245], [-3.38173, 1.45609, 1.33567], [0.91856, 1.68203, 1.22729], [0.17085, 1.71721, 0.02904], [3.43143, -1.05524, -0.48062], [3.05646, 1.85054, 2.24338], [1.05782, -1.50457, -0.53730], [-1.20918, 1.64432, 0.08362], [3.42175, -1.26435, 0.89364], [-1.13584, 1.45084, 2.46296], [-3.92439, 0.11072, 0.82797], [1.05373, -1.68972, 0.83882], [-1.87925, 1.52029, 1.30120], [-3.75122, -1.33261, -1.17715], [2.24884, -1.18907, -1.18512], [4.69013, -0.65457, -1.18656], [-2.38127, -1.64768, -1.80083], [0.24131, 1.72845, -2.34394], [0.25066, 1.53693, 2.42878], [2.24226, -1.57549, 1.53989], [-1.30699, -1.73002, -0.71439], [4.71638, -1.05710, -2.19653], [-2.11323, -0.82390, -2.48142], [0.14506, -1.92031, 1.37136], [4.08153, 1.97295, 1.89725], [-0.48333, 2.53633, -2.49479], [-3.72710, 1.60477, 2.35998], [2.78671, 2.69793, 2.88397], [2.22576, -1.03843, -2.25353], [5.56866, -0.99702, -0.64452], [-3.97171, -2.09357, -0.42209], [-3.37807, -0.70018, 1.31555], [-3.79886, 2.25255, 0.71538], [-1.63087, 1.34260, 3.41705], [2.23653, -1.73411, 2.60939], [-4.35956, 0.62430, -1.08753], [1.01948, 1.80063, -3.10249], [-4.49962, -1.42774, -1.96847], [-1.79730, 1.67393, -0.81848], [-4.98629, 0.02069, 1.11797], [4.73289, 0.43258, -1.25489], [-1.40094, -2.69058, -0.18891], [2.97910, 0.92185, 2.81714], [-1.60167, -3.09458, -2.81687], [0.79806, 1.49219, 3.35667], [-0.26445, 0.76202, -2.43227], [4.34015, -1.17476, 1.45569], [-1.44485, -0.90325, -0.01005]], "forces_ev_per_angstrom": [[-0.4, 0.0, -0.2], [0.0, -0.3, -0.2], [0.1, 0.0, 0.4], [0.2, 0.0, -0.1], [-0.2, 0.1, -0.2], [0.0, -0.4, 0.0], [0.1, 0.1, -0.1], [0.2, 0.1, 0.0], [-0.1, -0.1, 0.0], [0.1, 0.0, 0.2], [0.2, -0.1, 0.0], [0.3, 0.1, -0.2], [0.0, 0.0, 0.1], [-0.2, 0.0, -0.1], [-0.2, 0.3, 0.2], [-0.3, -0.1, -0.1], [0.0, 0.0, 0.2], [0.5, -0.2, -0.3], [-0.1, 0.0, 0.1], [0.0, 0.1, 0.0], [0.2, 0.3, 0.5], [-0.1, 0.0, -0.2], [0.3, 0.0, -0.1], [0.1, 0.0, 0.0], [-0.6, 0.1, 0.0], [0.1, 0.0, -0.1], [-0.1, 0.0, 0.1], [-0.1, 0.0, 0.0], [0.0, 0.0, 0.1], [0.0, 0.0, 0.0], [0.0, 0.1, 0.0], [0.0, 0.0, 0.0], [0.0, 0.0, -0.2], [0.1, 0.0, 0.0], [-0.1, 0.0, 0.0], [0.0, 0.0, 0.0], [-0.1, 0.1, 0.1], [-0.1, 0.0, 0.1], [0.0, 0.0, 0.1], [0.1, -0.1, 0.0], [-0.1, 0.0, 0.0], [0.0, 0.0, 0.1], [0.0, 0.0, -0.1], [0.1, -0.1, 0.0], [0.1, 0.1, 0.0], [0.0, 0.1, 0.0], [0.0, 0.0, 0.0], [-0.1, 0.0, 0.0], [0.1, 0.0, 0.1], [0.0, 0.0, 0.0], [0.1, 0.0, 0.1], [0.1, -0.1, 0.0]]}